The following is a DFT calculation (ωB97M-V/def2-TZVPD) of a cluster of 2 separate species, C3H7N2O in total at a distorted geometry.

Maximum force in Eh/bohr: 0.0814
Energy above the lowest of the compared OMol25 structures with the same formula, charge and spin in kJ/mol: 317.4
Orbital gap in eV: 10.39
Charge: +1
Highest occupied orbital energy in eV: -14.3
LUMO level in eV: -3.887

CARTESIAN COORDINATES (ANGSTROEM)
C1 0.86 1.00 -0.21
C2 -2.08 0.40 0.38
C3 2.68 -0.73 0.16
N1 1.70 0.07 0.19
N2 -2.07 -0.79 -0.22
O1 -0.32 1.19 -0.11
H1 1.34 1.73 -0.89
H2 -2.60 1.23 -0.10
H3 -1.81 0.59 1.35
H4 2.95 -1.32 -0.65
H5 3.46 -0.83 1.04
H6 -2.47 -0.91 -1.08
H7 -1.65 -1.63 0.14